[1]
10
Properties=species:S:1:pos:R:3:forces:R:3:lowdin_charge:R:1 method="wB97M-V/def2-TZVPD" charge=0 smiles="CC(=O)C=C=S" e_homo_ev=-8.99 de_lowest_kj_mol=173.21 orbital_gap_ev=8.33
C -0.26702 0.46482 -0.32358 -2.8 -0.1 -1.2 -0.047
C 1.06389 0.85125 0.26774 0.9 -0.1 -0.8 -0.473
O 1.45013 1.93790 0.57658 -0.3 0.6 0.3 0.104
C 1.99249 -0.35595 0.22460 -2.2 -1.5 -0.3 -0.143
C 3.20476 -0.33077 -0.24198 2.2 1.1 0.7 -0.637
S 4.73725 -0.02023 -0.50986 -1.8 -0.6 -0.1 0.767
H -1.08441 0.17986 0.43308 1.5 0.1 -0.8 0.111
H -0.85478 1.19062 -1.02625 1.7 -0.6 1.5 0.117
H -0.03414 -0.39522 -0.99320 -0.6 0.4 0.6 0.072
H 1.35111 -1.28681 0.23496 1.4 0.7 0.1 0.130

***

[2]
10
Properties=species:S:1:pos:R:3:forces:R:3:lowdin_charge:R:1 method="wB97M-V/def2-TZVPD" charge=0 smiles="C#CC(=O)CS" e_homo_ev=-9.22 de_lowest_kj_mol=340.50 orbital_gap_ev=9.23
C -2.58784 -1.14223 0.02205 6.9 5.7 0.3 0.178
C -1.61836 -0.34517 0.05248 -2.9 -3.1 0.4 -0.007
C -0.52536 0.65046 0.11546 1.2 2.8 -0.6 -0.484
O -0.68505 1.75124 -0.38954 -1.7 -0.5 -0.3 0.047
C 0.95918 0.62132 0.62719 -2.7 -3.5 2.4 -0.541
S 1.73637 -0.68526 -0.28761 0.2 -2.9 1.6 0.675
H -3.30961 -1.81821 -0.07943 -2.6 -2.3 -0.3 -0.014
H 1.35326 1.59623 0.41486 0.2 0.2 0.4 0.069
H 0.92839 0.16814 1.70354 0.5 1.8 -1.6 0.099
H 1.36080 -1.69821 0.77608 0.9 1.7 -2.4 -0.022

***

[3]
11
Properties=species:S:1:pos:R:3:forces:R:3:lowdin_charge:R:1 method="wB97M-V/def2-TZVPD" charge=0 smiles="O=C(C=S)[C@H]1CS1" e_homo_ev=-9.21 de_lowest_kj_mol=249.13 orbital_gap_ev=7.52
O 0.60421 1.45450 -0.43514 -2.1 -3.0 1.3 0.029
C 0.24809 0.35603 0.09320 3.3 5.0 -2.0 -0.516
C 1.33047 -0.58285 0.36609 1.6 0.1 -1.1 -0.561
S 2.83776 -0.25564 -0.09381 0.0 -0.3 0.3 0.813
C -1.04984 0.10137 0.60503 -1.5 -0.8 5.3 -0.673
C -2.15281 0.93857 0.26107 -4.6 -2.2 1.6 -0.320
S -2.21001 -0.84873 -0.37206 0.2 0.5 -0.3 0.842
H 1.13170 -1.52728 0.76956 -0.6 -1.3 0.8 0.035
H -1.00444 -0.07658 1.81373 0.1 -0.2 -3.0 0.198
H -3.20203 1.06674 0.78564 2.8 -0.3 0.0 0.124
H -2.05831 1.69226 -0.38626 0.8 2.5 -2.9 0.028

***

[4]
10
Properties=species:S:1:pos:R:3:forces:R:3:lowdin_charge:R:1 method="wB97M-V/def2-TZVPD" charge=0 smiles=C#C[C@@H]1S[C@H]1S e_homo_ev=-9.12 de_lowest_kj_mol=266.03 orbital_gap_ev=9.71
C -2.70450 -0.61699 -0.39544 -0.6 0.9 0.0 0.105
C -1.52150 -0.50467 -0.27880 2.9 -0.9 -0.2 -0.131
C -0.05922 -0.72674 -0.52492 0.6 0.7 -1.7 -0.592
S 0.86199 -2.19795 0.08104 -0.4 0.2 -0.4 0.786
C 1.17212 -0.42410 0.32792 -0.9 -0.5 1.1 -0.980
S 2.62409 0.38930 -0.30429 0.1 0.1 0.0 0.705
H -3.72104 -0.38545 -0.56929 -0.4 -0.3 0.1 0.027
H 0.17395 -0.54196 -1.66728 -0.5 -0.4 2.4 0.141
H 1.09511 -0.21716 1.41083 -0.6 0.2 -0.9 0.064
H 3.21958 0.41784 0.91042 -0.1 0.0 -0.4 -0.124

***

[5]
11
Properties=species:S:1:pos:R:3:forces:R:3:lowdin_charge:R:1 method="wB97M-V/def2-TZVPD" charge=0 smiles="C=C(C=S)SC=S" e_homo_ev=-8.79 de_lowest_kj_mol=113.52 orbital_gap_ev=7.58
C 1.02635 1.54732 -0.08772 -0.3 -0.1 -0.1 0.031
C 0.47556 0.37024 0.26546 0.3 0.5 -0.1 -0.683
C 1.25306 -0.86874 0.09780 0.5 0.1 -0.3 -0.707
S 0.82832 -2.37029 0.47270 -0.2 0.0 0.1 0.735
S -1.12733 0.36310 1.04004 0.1 -0.1 -0.1 0.880
C -2.06544 -0.57788 -0.07269 0.0 -0.4 -0.6 -1.091
S -3.63676 -0.90411 0.13416 0.3 0.1 0.0 0.599
H 2.03463 1.60014 -0.49691 -0.1 -0.2 0.1 0.076
H 0.49196 2.50083 -0.02283 0.1 -0.5 0.1 0.074
H 2.24452 -0.70560 -0.36319 -0.4 0.1 0.2 0.061
H -1.52487 -0.95501 -0.96684 -0.2 0.3 0.6 0.025

***

[6]
97
Properties=species:S:1:pos:R:3:forces:R:3:lowdin_charge:R:1 method="wB97M-V/def2-TZVPD" charge=-1 e_homo_ev=-6.33 de_lowest_kj_mol=54.67 orbital_gap_ev=7.54
O -14.36860 -7.66981 17.07872 0.8 -1.5 -0.1 0.101
C -13.60835 -8.15022 16.24327 -3.0 2.8 2.7 -0.416
O -13.58573 -9.30574 15.76879 0.4 -3.6 -1.1 0.285
B -12.59366 -9.29006 14.64200 0.2 0.4 0.5 -0.815
O -12.03279 -7.95149 14.67291 1.4 -2.8 -2.2 0.323
C -12.67953 -7.32232 15.53388 1.4 7.0 1.6 -0.397
O -12.51366 -6.12214 15.77587 -0.7 -2.5 0.5 0.120
O -13.25030 -9.54610 13.37517 -1.1 0.6 0.5 0.305
C -12.71581 -10.60157 12.89635 -1.1 -1.2 -7.7 -0.303
O -12.80238 -10.98634 11.68188 0.1 1.3 4.8 0.073
C -11.69024 -11.07541 13.77728 4.3 -4.1 -2.9 -0.437
O -11.56453 -10.34046 14.74997 -1.2 3.4 4.8 0.296
O -10.80383 -11.86095 13.46984 -1.8 -0.9 -0.1 0.107
O -8.97131 -11.63593 15.38319 0.4 -0.1 1.6 -0.029
H -8.84354 -12.34170 14.77612 1.0 -0.7 -1.1 0.018
H -9.91804 -11.68749 15.42420 -0.8 0.6 0.3 0.014
O -12.81572 -6.15932 12.35293 0.6 0.3 -0.2 -0.045
H -13.42327 -6.86672 12.50990 -0.7 -0.7 -0.5 -0.020
H -13.07691 -5.55144 13.04698 -0.1 0.8 -0.2 -0.010
O -8.26969 -11.26738 12.62545 2.0 -1.3 -1.3 -0.066
H -7.81773 -11.94512 12.03734 -0.8 1.3 1.0 0.076
H -9.13468 -11.65037 12.70378 -0.8 -0.1 0.0 -0.039
O -15.32259 -11.55602 13.72802 -2.1 -1.0 -1.1 -0.074
H -16.04142 -12.25464 13.58995 1.9 1.3 0.5 0.143
H -14.74553 -11.78084 14.47388 0.4 -0.6 -0.2 -0.003
O -15.10960 -7.06642 13.57166 1.5 -1.0 1.3 0.006
H -15.81723 -6.49139 13.37169 -1.1 1.0 -0.6 0.065
H -15.33966 -7.95715 13.28689 -0.5 0.0 -0.4 0.020
O -13.29809 -4.22358 14.21932 0.1 -1.0 -0.8 -0.042
H -12.90921 -4.93995 14.75959 0.1 0.4 -0.3 -0.015
H -13.35879 -3.53259 14.84055 -0.4 1.5 1.0 0.009
O -16.71708 -8.22010 18.63716 -1.2 0.3 2.2 -0.017
H -16.18119 -8.15467 17.87783 1.0 0.0 -2.0 -0.034
H -16.31716 -8.85391 19.23195 0.0 -0.6 -0.2 0.041
O -10.92400 -11.42097 9.69991 -0.1 1.4 -0.2 -0.079
H -11.70049 -11.99254 9.81683 0.2 0.4 0.1 -0.022
H -11.21772 -10.48390 9.83744 0.3 -1.5 -0.1 0.072
O -14.72346 -6.60748 19.75776 0.2 -0.4 -0.3 -0.056
H -14.97957 -6.57312 20.67947 -0.2 0.0 0.1 0.053
H -15.32943 -7.24948 19.31359 -0.1 0.7 0.3 0.010
O -12.68897 -13.43676 10.03040 -0.4 0.4 0.3 -0.032
H -12.44747 -14.34224 9.89635 0.4 -0.8 -0.2 0.073
H -13.33079 -13.21422 9.35700 -0.4 0.2 -0.3 0.065
O -14.29180 -7.81642 10.82287 -1.8 0.5 0.1 -0.050
H -13.50870 -8.31331 10.67361 0.8 -0.8 -0.2 0.017
H -15.00536 -8.41134 11.15440 1.1 0.2 -0.5 0.008
O -15.07384 -10.78661 17.92922 -1.7 -1.0 0.1 -0.027
H -14.26240 -10.31503 17.99702 1.9 0.6 0.5 -0.011
H -14.90253 -11.71879 18.08321 0.1 0.1 0.3 0.076
O -13.41553 -13.72548 12.77286 -2.7 0.8 -1.0 -0.047
H -13.31631 -13.49575 11.82940 0.1 0.1 0.5 0.007
H -12.57527 -14.01532 13.02661 2.1 -0.8 0.6 -0.063
O -11.02438 -14.68112 13.44816 0.0 -1.3 -0.7 -0.014
H -11.05031 -15.55758 13.83556 0.0 -0.3 -0.1 0.084
H -10.88703 -14.10278 14.17117 0.4 1.3 1.1 0.037
O -16.86119 -7.57888 15.79958 -1.6 0.2 1.6 -0.038
H -16.36317 -7.23211 15.09942 1.2 1.1 -1.4 -0.040
H -16.61751 -8.50097 15.79925 -0.2 -1.1 -0.1 -0.032
O -9.74968 -13.52547 11.18878 0.4 -1.2 0.2 -0.062
H -10.15377 -12.68160 11.00971 -0.4 0.8 -0.3 -0.023
H -10.28657 -13.95986 11.86954 0.3 0.4 -0.2 -0.010
O -9.25020 -6.43721 15.95862 0.4 -2.3 0.9 -0.048
H -9.42522 -7.09851 16.67240 0.4 0.6 -1.0 0.066
H -9.63725 -5.65497 16.31322 -0.8 1.6 0.2 -0.029
O -12.58999 -10.07851 18.69470 -0.3 -0.1 -2.1 -0.015
H -12.56667 -10.39191 19.56174 0.1 -1.1 2.2 0.026
H -12.50255 -9.12610 18.81379 0.5 1.0 -0.1 -0.010
O -9.04458 -9.11012 14.34965 0.3 -0.2 0.2 -0.057
H -8.61823 -9.96685 14.58933 -0.7 0.8 -0.2 0.013
H -9.74990 -8.96354 14.99393 0.5 -0.1 -0.2 0.005
O -12.18187 -7.48042 19.04903 0.7 -0.3 -0.3 -0.029
H -11.72751 -7.26956 19.86245 0.3 0.1 0.3 0.063
H -13.08879 -7.21800 19.21328 -1.0 0.7 0.1 -0.005
O -15.97512 -9.40002 12.23206 -1.3 0.2 -0.3 -0.046
H -15.62817 -10.16240 12.69369 0.5 -0.6 0.4 -0.004
H -16.82271 -9.72704 11.88443 0.4 0.4 0.0 0.097
O -13.78490 -12.37635 15.74433 -0.5 -1.5 -1.0 0.006
H -14.63347 -12.86128 15.80815 0.8 0.1 0.3 0.092
H -13.82467 -11.70379 16.39979 -0.1 1.2 1.0 0.008
O -15.33474 -5.19223 16.36782 -1.1 1.5 0.3 -0.024
H -15.89042 -4.97480 17.14174 0.1 -0.3 -0.6 0.091
H -14.93490 -6.01775 16.59587 0.4 -1.3 0.2 -0.010
O -13.70298 -3.48657 17.39401 -0.6 1.2 -0.9 -0.061
H -14.17595 -4.23808 16.96910 0.1 0.1 0.0 -0.028
H -13.08183 -3.82422 18.00288 0.8 -0.8 1.0 -0.010
O -14.76788 -11.24104 10.07461 0.2 -0.3 0.4 -0.086
H -14.94976 -12.10403 10.46936 -0.2 0.1 -0.1 0.018
H -14.06958 -10.90797 10.70817 -0.7 -0.1 -0.8 -0.008
O -10.55643 -4.06733 16.72969 0.7 -0.2 1.4 -0.035
H -11.30847 -3.67665 16.29956 -0.7 0.1 -0.5 0.025
H -10.84041 -4.23069 17.65032 0.1 0.2 -0.8 0.056
O -16.45078 -10.22778 15.80132 0.3 -0.7 -1.0 -0.090
H -15.87519 -10.39424 16.58505 -0.4 -0.1 -0.8 -0.015
H -16.02795 -10.58642 14.95942 -0.7 0.8 1.6 0.025
O -10.62067 -5.60777 13.64326 1.8 0.8 1.0 -0.062
H -10.24849 -6.19026 14.32901 -0.2 0.2 -0.6 -0.006
H -11.30478 -6.05546 13.17276 -0.7 -0.8 -0.7 -0.048

***

[7]
15
Properties=species:S:1:pos:R:3:forces:R:3:lowdin_charge:R:1 method="wB97M-V/def2-TZVPD" charge=+1 e_homo_ev="-15.38 / -14.89" de_lowest_kj_mol=0.29 orbital_gap_ev="9.42 / 8.78" multiplicity=2
O -2.25708 0.21452 0.91907 0.1 -0.6 0.0 0.185
O -3.07537 -0.75597 -0.74866 -0.2 -0.6 0.2 0.291
C -2.08889 -0.63055 0.03141 -0.2 2.2 0.0 -0.676
O -0.94356 -1.17672 -0.29561 1.0 -0.6 -0.3 0.125
C 0.26531 -0.64631 0.26392 -0.3 -0.4 -0.1 -0.301
C 1.36127 -1.63447 -0.01021 0.1 0.1 -0.1 0.021
H 0.11019 -0.48933 1.33966 0.1 0.4 -0.3 0.164
H 1.12950 -2.58035 0.49187 0.0 0.2 -0.1 0.110
H 2.30269 -1.23796 0.38673 -0.2 -0.1 -0.1 0.105
H 1.45855 -1.79897 -1.08990 0.0 0.0 0.3 0.109
O 0.38496 2.80194 -0.27476 0.6 0.9 -0.2 0.002
C 0.44645 1.72114 0.25134 -2.2 -1.4 1.0 -0.303
O 0.53951 0.61037 -0.44903 0.2 -0.7 0.3 0.073
Ag 0.21965 4.12171 -2.13927 0.1 -0.3 0.4 0.910
H 0.14682 1.48097 1.32343 0.8 1.0 -0.8 0.184

***

[8]
20
Properties=species:S:1:pos:R:3:forces:R:3:lowdin_charge:R:1 method="wB97M-V/def2-TZVPD" charge=0 e_homo_ev="-9.38 / -9.36" orbital_gap_ev="5.99 / 5.97"
Pb 0.80593 -0.51961 1.82634 0.3 0.0 -0.3 1.055
O 2.92356 -0.55267 -2.68268 -0.3 -0.1 0.4 0.133
C 2.00331 -0.65771 -1.70708 0.1 0.1 -0.1 -0.477
O 2.24339 -1.08269 -0.60520 0.1 0.0 0.0 0.010
C 0.65804 -0.20500 -2.20221 0.0 0.0 -0.1 -0.121
O -0.31674 -0.25515 -1.20342 -0.2 0.5 0.4 -0.176
C -0.88681 1.04457 -0.92517 -0.3 -0.6 -0.3 -0.118
C 0.03860 1.96672 -0.17012 0.8 0.3 0.6 -0.606
O 0.20379 3.11140 -0.55129 -0.1 -0.6 0.3 0.078
O 0.62052 1.43399 0.89174 -0.3 0.5 -0.6 -0.323
H 3.75919 -0.87073 -2.31538 0.2 0.0 0.0 0.134
H 0.77271 0.79357 -2.62373 0.0 0.1 -0.1 0.151
H 0.39576 -0.87716 -3.02121 -0.1 0.0 -0.1 0.151
H -1.17356 1.52690 -1.85611 -0.1 0.0 -0.1 0.131
H -1.77724 0.86847 -0.32090 0.0 -0.1 0.0 0.119
S -4.17337 -0.70712 3.70628 -0.1 -0.1 0.0 0.224
As -2.05479 -1.11573 3.43504 0.0 0.0 -0.2 -0.594
S -1.63014 -1.72071 1.45154 -0.2 -0.1 -0.3 0.003
S -0.76606 0.46256 3.96915 0.1 0.1 0.3 0.014
S -1.64608 -2.64392 4.90439 0.0 0.1 0.2 0.213

***

[9]
10
Properties=species:S:1:pos:R:3:forces:R:3:lowdin_charge:R:1 method="wB97M-V/def2-TZVPD" charge=0 e_homo_ev=-8.96 de_lowest_kj_mol=204.95 orbital_gap_ev=9.04
H -2.26544 -1.69197 0.78365 -1.1 -1.5 0.9 -0.001
B -1.78151 -0.95574 0.11365 0.8 1.4 -0.6 0.136
C -1.03444 0.06300 -0.41594 0.0 1.4 -1.8 -0.158
C 0.15011 0.42952 0.44648 1.8 0.3 2.2 -0.290
C 1.45042 -0.17882 -0.01634 0.6 -0.4 0.9 -0.136
C 2.56089 -0.66327 -0.17734 -2.9 1.3 -0.2 0.091
H -1.14644 0.59092 -1.40053 0.1 -0.7 1.1 0.092
H 0.45924 1.53758 0.69851 -1.4 -1.7 -0.9 0.148
H -0.09248 0.01304 1.49408 0.8 0.5 -1.3 0.120
H 3.34215 -0.98545 -0.77863 1.3 -0.6 -0.2 -0.001

***

[10]
11
Properties=species:S:1:pos:R:3:forces:R:3:lowdin_charge:R:1 method="wB97M-V/def2-TZVPD" charge=0 e_homo_ev=-8.82 de_lowest_kj_mol=308.51 orbital_gap_ev=8.19
B -1.12224 -0.96292 -0.12966 -0.8 2.4 0.5 0.080
C 0.61590 0.94268 0.11228 0.4 -0.3 -1.1 -0.161
C 1.92673 1.13184 -0.13535 -0.4 -1.5 0.8 -0.382
C 1.38358 -1.18441 -0.03147 2.4 0.8 -0.5 -0.360
C 0.26970 -0.43160 0.00866 -0.8 0.5 0.5 -0.387
S 2.89994 -0.32007 -0.20209 -2.6 0.4 0.2 1.021
H -2.57033 0.82079 -0.26498 1.7 -2.4 0.1 0.061
H -1.36095 -2.08328 -0.03650 -0.9 -0.8 -0.3 -0.001
H -0.19622 1.61553 0.27360 0.1 0.9 -0.1 0.076
H 2.45889 1.98306 -0.06063 1.4 3.0 0.0 0.020
H 1.58040 -2.17760 0.05830 -0.4 -2.9 -0.1 0.034